15
Properties=species:S:1:pos:R:3:mulliken_charge:R:1 method="wB97M-V/def2-TZVPD" lumo_ev=0.54 max_force_ev_per_a=0.487 orbital_gap_ev=9.31 charge=0 spin_multiplicity=1 e_homo_ev=-8.77 e_tot_ha=-345.6378 de_lowest_ev=4.5493
C -1.487 -0.360 -0.002 -1.46
C -0.171 0.116 0.578 1.11
O -0.279 1.205 1.448 -0.56
C 0.851 -0.919 0.942 -0.87
C 1.112 0.011 -0.191 -0.34
O 1.005 -0.452 -1.537 -0.20
C 0.631 0.442 -2.409 -0.28
H -1.360 -1.177 -0.718 0.36
H -2.116 -0.715 0.820 0.33
H -2.027 0.447 -0.515 0.41
H -0.743 1.900 0.960 0.37
H 1.438 -0.754 1.838 0.27
H 0.602 -1.950 0.713 0.26
H 1.870 0.781 -0.073 0.41
H 0.674 1.424 -1.853 0.18


71
Properties=species:S:1:pos:R:3:mulliken_charge:R:1 method="wB97M-V/def2-TZVPD" lumo_ev="-5.16 / -5.16" max_force_ev_per_a=2.329 orbital_gap_ev="5.07 / 5.07" charge=+1 spin_multiplicity=1 e_homo_ev="-10.23 / -10.23" e_tot_ha=-6676.4151 de_lowest_ev=1.9142
Au 1.710 -0.034 -0.583 0.93
Br 2.513 3.500 5.683 -0.19
C 2.824 2.386 4.183 -0.22
C 3.223 1.055 4.366 -0.31
C 3.307 0.229 3.284 -0.60
C 2.995 0.658 1.958 0.94
O 2.997 -0.234 1.040 -0.95
C 2.711 2.061 1.779 0.24
C 2.381 2.689 0.548 -0.27
N 2.256 2.107 -0.598 -0.41
C 1.826 2.722 -1.750 0.24
C 2.153 4.019 -2.118 -0.23
C 1.621 4.591 -3.276 -0.86
C 0.742 3.897 -4.066 -0.93
C 0.421 2.560 -3.760 0.94
C -0.451 1.787 -4.555 -0.61
C -0.701 0.482 -4.218 -0.98
C -0.046 -0.058 -3.109 0.22
N 0.777 0.637 -2.355 -0.24
C 1.005 1.946 -2.618 0.37
C 2.616 2.879 2.921 -0.73
H 3.435 0.686 5.358 0.45
H 3.580 -0.809 3.405 0.46
H 2.123 3.751 0.627 0.48
H 2.830 4.593 -1.504 0.59
H 1.899 5.601 -3.535 0.41
H 0.300 4.353 -4.938 0.43
H -0.896 2.229 -5.434 0.48
H -1.363 -0.139 -4.803 0.47
H -0.186 -1.093 -2.829 0.16
H 2.336 3.915 2.805 0.45
C -1.087 -8.126 -0.405 -1.49
C -0.559 -6.738 -0.306 0.68
C -0.341 -6.133 0.928 -1.01
C 0.039 -4.811 1.029 0.64
C 0.303 -4.185 2.359 -1.69
C 0.196 -4.057 -0.155 0.09
Se 0.218 -2.155 0.062 0.05
C 0.125 -4.685 -1.410 1.19
C 0.412 -3.951 -2.681 -1.71
C -0.273 -6.009 -1.458 -0.67
H -1.229 -8.566 0.575 0.36
H -0.413 -8.759 -0.977 0.36
H -2.043 -8.121 -0.926 0.34
H -0.490 -6.706 1.831 0.30
H 0.155 -4.895 3.168 0.39
H -0.357 -3.329 2.514 0.34
H 1.327 -3.809 2.398 0.35
H 1.061 -3.095 -2.497 0.38
H -0.519 -3.606 -3.135 0.27
H 0.901 -4.612 -3.393 0.48
H -0.390 -6.481 -2.423 0.44
C -2.626 4.254 2.054 -1.37
C -3.509 3.313 1.240 0.72
C -3.159 3.364 -0.246 -1.30
C -3.409 1.876 1.789 -1.14
N -2.053 1.416 1.691 0.76
C -1.382 0.962 0.618 -0.93
N -0.116 0.848 0.949 0.72
N -0.027 1.229 2.220 -0.10
N -1.158 1.575 2.663 -1.06
H -2.772 5.278 1.726 0.43
H -1.571 4.011 1.937 0.21
H -2.876 4.194 3.110 0.37
H -4.552 3.615 1.364 0.37
H -2.103 3.153 -0.415 0.22
H -3.359 4.358 -0.634 0.44
H -3.753 2.649 -0.811 0.35
H -4.061 1.197 1.232 0.39
H -3.691 1.850 2.844 0.38
H -1.803 0.722 -0.335 0.71


53
Properties=species:S:1:pos:R:3:mulliken_charge:R:1 method="wB97M-V/def2-TZVPD" lumo_ev=3.51 max_force_ev_per_a=0.949 orbital_gap_ev=5.96 charge=-2 spin_multiplicity=1 e_homo_ev=-2.45 e_tot_ha=-16341.2723 de_lowest_ev=0.4964
Y 0.354 0.345 1.980 0.59
Se -0.595 -0.062 6.444 -0.75
Sb -0.075 1.768 4.865 0.86
Se 2.211 0.838 3.938 -0.51
Se -1.894 1.419 3.070 -0.63
Se 0.119 4.030 5.560 -0.66
O -2.098 -5.215 0.539 -0.56
C -2.247 -5.013 1.840 0.41
O -2.883 -5.778 2.531 -0.65
C -1.628 -3.791 2.418 0.53
C -1.723 -3.453 3.759 -0.62
N -1.051 -2.313 3.941 0.49
N -0.516 -1.886 2.804 -0.43
C -0.848 -2.750 1.860 -0.23
C -0.420 -2.432 0.459 0.92
O -0.587 -3.281 -0.426 -0.92
O 0.103 -1.283 0.291 -0.22
H -1.578 -4.471 0.103 0.49
H -2.233 -3.957 4.561 0.49
H -0.944 -1.708 4.782 -0.07
C -3.709 2.998 -3.205 -1.48
C -2.517 2.947 -2.286 0.76
C -1.473 2.066 -2.508 -1.24
C -0.376 1.989 -1.649 1.37
C 0.731 1.025 -1.969 -0.87
C -0.322 2.815 -0.520 0.02
Se 1.173 2.764 0.701 -0.40
C -1.359 3.745 -0.302 1.06
C -1.316 4.711 0.847 -1.52
C -2.435 3.784 -1.180 -1.05
H -3.535 2.405 -4.105 0.33
H -3.931 4.022 -3.514 0.35
H -4.604 2.605 -2.717 0.30
H -1.503 1.412 -3.375 0.19
H 0.567 0.559 -2.943 0.37
H 0.792 0.229 -1.225 -0.21
H 1.700 1.529 -1.965 0.37
H -0.381 5.275 0.846 0.32
H -1.351 4.183 1.800 0.23
H -2.157 5.405 0.793 0.36
H -3.231 4.500 -0.994 0.26
Br 6.645 -0.567 -0.985 -0.22
C 5.057 -1.325 -1.690 0.12
C 5.137 -1.908 -2.947 -0.42
C 4.009 -2.481 -3.512 -0.44
C 2.810 -2.469 -2.817 -0.78
C 2.734 -1.884 -1.564 0.44
C 3.860 -1.304 -0.985 -0.35
I 3.659 -0.418 0.897 0.40
H 6.082 -1.907 -3.472 0.36
H 4.073 -2.934 -4.493 0.35
H 1.917 -2.910 -3.242 0.42
H 1.790 -1.863 -1.036 0.06


18
Properties=species:S:1:pos:R:3:mulliken_charge:R:1 method="wB97M-V/def2-TZVPD" lumo_ev=0.88 max_force_ev_per_a=4.043 orbital_gap_ev=9.05 smiles="C=NC.CCN" charge=0 spin_multiplicity=1 e_homo_ev=-8.16 e_tot_ha=-269.0253 de_lowest_ev=2.4786
C -1.181 -1.603 -1.787 -1.01
C -1.720 -1.451 -0.304 -0.29
N -1.044 -0.475 0.470 -0.31
H -0.140 -1.513 -1.667 0.26
H -1.557 -2.539 -2.162 0.33
H -1.548 -0.774 -2.315 0.28
H -2.765 -1.115 -0.369 0.30
H -1.696 -2.459 0.130 0.24
H -0.092 -0.354 0.506 0.16
H -1.553 -0.114 1.253 0.14
C 1.872 1.039 -0.114 -0.84
C 1.308 2.099 1.992 -0.28
N 1.260 0.999 1.255 -0.36
H 2.112 -0.063 -0.375 0.24
H 2.866 1.658 -0.107 0.35
H 1.256 1.389 -0.927 0.30
H 2.022 3.002 1.735 0.20
H 0.600 2.274 2.784 0.29


18
Properties=species:S:1:pos:R:3:mulliken_charge:R:1 method="wB97M-V/def2-TZVPD" lumo_ev=0.46 max_force_ev_per_a=5.168 orbital_gap_ev=8.40 charge=0 spin_multiplicity=1 e_homo_ev=-7.94 e_tot_ha=-235.5837 de_lowest_ev=6.3821
C 1.524 -1.213 -0.336 -0.94
C 0.703 -1.077 0.977 -0.39
C -0.003 0.335 1.096 -0.86
C -0.926 0.717 -0.035 0.86
C -1.947 -0.293 0.404 -1.07
C -0.329 1.297 -1.299 -1.17
H 2.309 -1.952 -0.202 0.35
H 1.988 -0.271 -0.691 0.18
H 0.797 -1.511 -1.078 0.26
H -0.232 -1.701 0.918 0.34
H 1.340 -1.150 1.836 0.38
H -0.453 0.600 2.042 0.33
H 0.922 1.015 1.082 0.38
H -1.965 1.102 0.227 0.14
H -2.953 -0.236 -0.040 0.22
H -0.686 0.747 -2.159 0.29
H -0.865 2.237 -1.489 0.39
H 0.776 1.354 -1.254 0.32


44
Properties=species:S:1:pos:R:3:mulliken_charge:R:1 method="wB97M-V/def2-TZVPD" lumo_ev=-14.45 max_force_ev_per_a=3.286 orbital_gap_ev=3.82 charge=+3 spin_multiplicity=1 e_homo_ev=-18.27 e_tot_ha=-1619.4326 de_lowest_ev=0.0000
C 3.325 1.955 -1.128 -1.43
C 2.129 1.058 -1.165 0.74
O 1.588 0.746 -2.180 -0.43
N 1.657 0.554 0.121 0.37
C 2.865 0.016 0.840 0.63
C 3.233 0.480 2.245 -0.70
O 3.529 -0.808 0.294 -0.36
C 0.637 -0.434 -0.052 1.83
C 0.573 -1.190 1.369 -2.75
O 0.873 -1.511 -0.912 -0.33
B -0.361 -1.894 -1.502 -0.48
C -0.680 -3.542 -1.274 -0.30
C -1.540 -3.718 -0.031 0.58
O -1.094 -4.376 0.867 -0.38
Cl -3.108 -2.988 0.071 0.04
O -1.331 -1.030 -1.101 -0.23
C -0.827 0.034 -0.330 0.23
C -1.101 1.306 -1.172 -1.60
C -1.673 2.490 -0.360 -0.73
C -3.193 2.447 -0.254 -0.85
C -3.676 1.049 0.024 0.56
O -3.954 0.231 -0.810 -0.44
O -3.748 0.709 1.358 -0.45
H 3.459 2.441 -0.167 0.36
H 3.225 2.714 -1.882 0.46
H 4.200 1.357 -1.335 0.34
H 3.065 1.528 2.443 0.32
H 4.277 0.242 2.372 0.52
H 2.717 -0.160 3.004 -0.34
H 0.616 -0.404 2.226 0.32
H 1.289 -2.058 1.435 0.97
H -0.453 -1.645 1.426 0.57
H -0.080 -1.941 -2.730 0.46
H 0.282 -4.006 -1.105 0.32
H -1.121 -4.042 -2.130 0.49
H -1.355 0.220 0.594 -0.22
H -0.260 1.598 -1.782 0.68
H -1.888 1.015 -1.859 0.71
H -1.408 3.375 -0.917 0.43
H -1.170 2.578 0.601 0.32
H -3.680 2.812 -1.141 0.38
H -3.517 3.066 0.571 0.38
H -3.096 1.207 1.855 0.36
Zr 0.774 -1.483 3.603 1.65


24
Properties=species:S:1:pos:R:3:mulliken_charge:R:1 method="wB97M-V/def2-TZVPD" lumo_ev="2.96 / 2.94" max_force_ev_per_a=1.355 orbital_gap_ev="3.14 / 10.25" charge=-1 spin_multiplicity=2 e_homo_ev="-0.17 / -7.31" e_tot_ha=-611.5036 de_lowest_ev=0.0674 s_squared=0.7504
O 1.758 -0.635 -2.539 -0.81
H 1.025 -1.116 -2.925 0.35
H 1.986 -1.134 -1.755 0.35
O 2.295 -1.927 -0.211 -0.58
H 2.252 -1.546 0.666 0.12
H 2.931 -2.638 -0.133 0.35
O -0.578 2.684 -1.449 -0.62
H -0.851 1.984 -0.855 0.40
H -1.051 3.457 -1.141 0.32
O -0.347 -2.406 -2.021 -0.81
H -0.783 -2.763 -2.794 0.32
H -0.058 -3.175 -1.530 0.32
O -0.706 0.196 0.049 -1.46
H -0.393 0.381 0.935 0.61
H -0.150 -0.520 -0.258 0.30
O 0.344 3.631 2.256 -0.86
H 0.337 2.679 2.353 0.33
H 0.624 3.957 3.111 0.33
O -3.250 -0.991 -0.478 -0.72
H -3.733 -0.549 0.220 0.29
H -2.387 -0.577 -0.472 0.45
O 0.134 0.539 2.675 -0.29
H 0.843 -0.101 2.739 0.01
H -0.239 0.573 3.556 0.31


98
Properties=species:S:1:pos:R:3:mulliken_charge:R:1 method="wB97M-V/def2-TZVPD" lumo_ev="-4.46 / -7.97" max_force_ev_per_a=1.195 orbital_gap_ev="7.87 / 5.05" charge=+2 spin_multiplicity=5 e_homo_ev="-12.34 / -13.01" e_tot_ha=-3611.8685 de_lowest_ev=0.6220 s_squared=6.0630
Pt -0.506 -0.697 -0.617 3.44
C -6.709 2.709 1.954 -1.58
C -5.947 1.533 1.419 0.85
C -4.743 1.132 1.998 -0.92
C -4.027 0.061 1.492 -0.22
C -4.538 -0.622 0.398 0.26
C -5.738 -0.249 -0.200 -0.71
C -6.435 0.824 0.317 -0.75
S -3.674 -2.005 -0.244 1.05
O -4.526 -2.787 -1.084 -0.69
O -2.903 -2.644 0.778 -0.60
N -2.502 -1.272 -1.206 -1.05
C -2.586 -0.921 -2.494 0.83
C -3.725 -0.994 -3.328 -0.74
C -3.618 -0.501 -4.612 -0.62
C -2.404 0.016 -5.045 -0.77
C -1.304 0.005 -4.169 -0.17
N -1.393 -0.433 -2.937 -0.12
H -6.164 3.207 2.753 0.36
H -7.677 2.393 2.344 0.40
H -6.902 3.428 1.157 0.38
H -4.367 1.661 2.865 0.44
H -3.086 -0.246 1.932 0.43
H -6.125 -0.820 -1.034 0.50
H -7.380 1.112 -0.127 0.48
H -4.636 -1.435 -2.950 0.52
H -4.476 -0.518 -5.270 0.47
H -2.301 0.420 -6.042 0.46
H -0.333 0.374 -4.478 0.35
C 3.060 4.014 2.152 -0.95
Si 1.761 2.834 2.817 0.13
C 0.922 3.474 4.370 -1.20
C 2.487 1.136 3.201 -0.64
C 0.357 2.690 1.514 0.15
C -0.798 3.463 1.650 -0.24
C -1.906 3.269 0.838 -1.04
C -1.870 2.245 -0.087 -0.50
N -0.781 1.499 -0.255 -0.30
C 0.309 1.732 0.500 0.57
S 1.601 0.602 0.116 -0.66
H 3.803 4.221 2.927 0.39
H 2.624 4.969 1.856 0.36
H 3.591 3.605 1.290 0.14
H 1.619 3.428 5.209 0.39
H 0.049 2.874 4.634 0.37
H 0.603 4.514 4.277 0.35
H 2.904 1.137 4.211 0.51
H 3.286 0.859 2.513 0.23
H 1.719 0.360 3.158 -0.06
H -0.836 4.221 2.423 0.39
H -2.794 3.877 0.938 0.52
H -2.717 2.015 -0.723 0.52
C 4.667 -1.622 -5.223 -1.38
C 3.640 -0.525 -4.990 -0.25
N 4.113 0.426 -3.984 -0.04
C 3.441 0.844 -2.915 0.54
S 1.794 0.384 -2.656 -0.13
N 4.032 1.646 -2.036 0.20
C 5.323 2.313 -2.204 -0.85
C 5.229 3.519 -3.133 -0.91
H 4.277 -2.347 -5.936 0.36
H 4.896 -2.145 -4.294 0.32
H 5.594 -1.215 -5.629 0.43
H 2.701 -0.943 -4.637 0.29
H 3.440 0.011 -5.920 0.27
H 5.066 0.738 -4.099 0.21
H 3.449 1.929 -1.263 -0.19
H 6.061 1.595 -2.568 0.43
H 5.644 2.622 -1.211 0.38
H 4.934 3.228 -4.141 0.28
H 6.192 4.025 -3.186 0.39
H 4.493 4.227 -2.751 0.29
C 0.706 -4.939 2.992 -1.04
N 0.087 -3.632 3.086 -0.24
N 0.138 -2.698 2.077 1.46
C -0.661 -1.630 2.403 -0.16
O -0.764 -0.596 1.677 -0.07
C -1.197 -1.923 3.677 -1.30
C -0.723 -3.161 4.050 0.51
C -1.017 -3.954 5.272 -1.69
C 0.884 -2.817 0.881 -1.04
C 0.177 -2.947 -0.333 -0.89
C 0.917 -3.040 -1.523 -0.51
C 2.301 -2.965 -1.494 -0.48
C 2.971 -2.829 -0.289 -0.60
C 2.262 -2.743 0.906 -0.13
H 1.001 -5.130 1.964 0.42
H -0.006 -5.704 3.298 0.37
H 1.588 -5.005 3.630 0.32
H -1.866 -1.290 4.233 0.47
H -1.623 -3.365 5.954 0.39
H -0.101 -4.254 5.781 0.35
H -1.570 -4.859 5.012 0.36
H -0.854 -3.277 -0.286 1.11
H 0.400 -3.225 -2.456 0.44
H 2.859 -3.054 -2.417 0.51
H 4.053 -2.805 -0.271 0.45
H 2.780 -2.634 1.850 0.61


11
Properties=species:S:1:pos:R:3:mulliken_charge:R:1 method="wB97M-V/def2-TZVPD" lumo_ev="-23.63 / -18.94" max_force_ev_per_a=3.581 orbital_gap_ev="3.08 / 7.77" charge=+4 spin_multiplicity=5 e_homo_ev="-26.71 / -26.71" e_tot_ha=-881.0359 s_squared=6.3705
O -0.071 -1.170 0.595 -0.53
Li -1.182 0.942 0.199 1.06
C 1.124 -0.680 0.562 0.46
C 1.367 -0.193 -0.769 -0.86
H 1.890 -1.052 1.252 0.37
H 2.273 -0.588 -1.248 0.38
H 1.413 0.905 -0.730 0.46
Pm -0.927 -2.774 2.457 2.49
C -2.804 2.477 -0.407 -0.33
O -3.620 3.190 -0.699 0.19
H 0.537 -1.058 -1.213 0.31